No. 1
Entry from the Open Molecules 2025 dataset: one molecule with the formula C3H8NOP (ωB97M-V/def2-TZVPD).

```
14
Properties=species:S:1:pos:R:3:mulliken_charge:R:1
C -0.62 -0.16 -2.36 -0.708
C -1.07 -0.19 -0.92 -0.360
P 0.00 -0.21 0.57 0.725
C 1.76 0.25 1.26 -0.959
N -1.08 -0.38 1.84 -0.505
O -0.45 1.12 -0.17 -0.410
H -0.98 -1.17 -2.77 0.279
H 0.51 0.07 -2.48 0.215
H -1.23 0.70 -2.68 0.252
H 2.29 -0.48 1.80 0.364
H 1.47 1.28 1.64 0.303
H 2.32 0.68 0.39 0.301
H -0.83 -1.11 2.36 0.203
H -2.09 -0.42 1.53 0.299
```

SMILES   CC1=[P@](C)(N)O1
Kohn-Sham gap (spin up / spin down)   7.70 / 7.70 eV
Charge   0
Highest occupied orbital energy (spin up / spin down)   -7.4413 / -7.4402 eV

=====

No. 2
Entry from the Open Molecules 2025 dataset: an isolated ion of composition C5H8N3O2 and charge +1 (ωB97M-V/def2-TZVPD).

```
18
Properties=species:S:1:pos:R:3:mulliken_charge:R:1
O 1.38 2.60 1.37 -0.598
C 1.90 2.50 0.27 0.181
N 1.46 1.53 -0.60 -0.153
C 0.54 0.54 -0.29 0.643
C 0.21 -0.58 -1.06 -0.797
C -0.57 -1.91 -0.53 0.292
O -1.61 -2.50 -1.21 -0.543
N -1.16 -1.37 0.73 -0.178
C -0.96 -0.27 1.38 -0.076
N 0.02 0.62 1.01 -0.088
H 2.44 3.23 -0.31 0.367
H 1.87 1.41 -1.48 0.162
H 0.25 -0.60 -2.21 0.286
H 0.01 -2.90 -0.43 0.234
H -2.47 -1.91 -1.25 0.350
H -1.91 -2.01 0.94 0.302
H -1.71 0.17 2.07 0.349
H 0.30 1.44 1.57 0.267
```

SMILES   O=CNC1=C[C@H](O)NC=[NH+]1
Kohn-Sham gap   8.82 eV
Charge   +1
Highest occupied orbital energy   -13.0336 eV

=====

No. 3
Entry from the Open Molecules 2025 dataset: one molecule with the formula C4H7N3O (ωB97M-V/def2-TZVPD).

```
15
Properties=species:S:1:pos:R:3:mulliken_charge:R:1
C 2.83 -0.11 -0.07 -0.641
N 1.45 -0.27 0.04 -0.090
N 0.76 0.79 0.13 -0.505
C -0.55 0.50 0.25 0.349
C -1.60 1.20 0.08 -0.324
N -2.77 0.39 0.03 -0.169
O -2.41 -1.00 -0.06 -0.317
C -0.99 -1.05 0.18 -0.208
H 3.32 -1.08 -0.64 0.214
H 3.05 0.87 -0.66 0.306
H 3.46 -0.08 0.99 0.221
H -1.62 2.31 -0.14 0.348
H -3.62 0.55 -0.66 0.269
H -0.47 -1.55 -0.63 0.309
H -0.85 -1.47 1.16 0.239
```

SMILES   C/N=N/C1=CNOC1
Kohn-Sham gap   8.21 eV
Charge   0
Highest occupied orbital energy   -7.9995 eV

=====

No. 4
Entry from the Open Molecules 2025 dataset: C5H8O2 as an isolated structure (ωB97M-V/def2-TZVPD).

```
15
Properties=species:S:1:pos:R:3:mulliken_charge:R:1
C 0.15 1.33 1.35 -1.198
C 0.68 0.09 0.66 0.163
O 0.24 -1.08 1.35 -0.439
C 0.03 -1.27 0.00 0.165
C -1.21 -0.93 -0.71 -0.675
C -0.32 0.26 -1.03 -0.181
O 0.43 -0.04 -2.14 -0.424
H -0.94 1.32 1.38 0.256
H 0.53 1.36 2.38 0.345
H 0.48 2.22 0.81 0.355
H 1.75 0.09 0.48 0.367
H 0.77 -1.87 -0.53 0.356
H -1.43 -1.58 -1.56 0.316
H -2.08 -0.71 -0.09 0.226
H 0.91 0.77 -2.37 0.369
```

Kohn-Sham gap   8.90 eV
Charge   0
Highest occupied orbital energy   -7.9650 eV

=====

No. 5
Entry from the Open Molecules 2025 dataset: one molecule with the formula C3H7N3S2 (ωB97M-V/def2-TZVPD).

```
15
Properties=species:S:1:pos:R:3:mulliken_charge:R:1
C 2.26 -1.11 0.69 -0.939
C 1.27 -0.20 0.03 0.511
N 1.40 1.06 0.13 -0.329
N 0.50 1.91 -0.46 -0.437
S -0.03 -0.98 -0.94 -0.206
C -1.44 -0.34 -0.08 0.084
N -2.58 -0.53 -0.59 -0.380
S -3.92 0.05 0.32 -0.135
H 2.73 -1.77 -0.06 0.282
H 1.75 -1.74 1.42 0.252
H 3.02 -0.51 1.18 0.320
H 0.93 2.79 -0.60 0.268
H 0.14 1.56 -1.32 0.188
H -1.19 0.16 0.85 0.362
H -4.83 -0.34 -0.57 0.157
```

SMILES   C/C(=N/N)S/C=N/S
Kohn-Sham gap   9.38 eV
Charge   0
Highest occupied orbital energy   -8.5697 eV

=====

No. 6
Entry from the Open Molecules 2025 dataset: C44H58BrFN5O5SSiTeZr as an isolated structure (ωB97M-V/def2-TZVPD).

```
118
Properties=species:S:1:pos:R:3:mulliken_charge:R:1
Zr -0.22 1.67 0.21 -0.451
C 3.32 -4.48 -2.56 -1.063
C 4.04 -3.21 -2.12 -0.891
N 3.20 -2.33 -1.32 0.221
C 2.67 -1.21 -1.90 -0.374
C 1.73 -0.44 -1.31 0.284
C 1.35 0.82 -2.06 0.186
O 1.36 0.84 -3.26 -0.687
O 1.02 1.88 -1.29 -0.658
C 1.15 -0.87 -0.07 1.472
O 0.10 -0.23 0.50 -0.455
C 1.72 -1.99 0.57 0.850
C 1.26 -2.44 1.81 -0.864
C 1.94 -3.41 2.50 0.880
F 1.47 -3.74 3.73 -0.467
C 3.08 -4.03 2.00 -1.648
C 3.45 -3.68 0.69 -0.795
C 2.81 -2.69 -0.02 -0.265
N 3.89 -4.97 2.71 0.138
C 3.41 -5.50 4.00 -0.773
C 4.42 -6.57 4.47 -0.773
N 5.16 -7.05 3.25 -0.134
C 6.09 -5.97 2.76 -0.758
C 5.31 -4.65 2.82 -0.587
H 3.98 -5.10 -3.17 0.393
H 2.44 -4.22 -3.15 0.323
H 2.99 -5.07 -1.70 0.298
H 4.35 -2.65 -2.99 0.436
H 4.95 -3.45 -1.56 0.381
H 3.07 -0.93 -2.87 0.472
H 0.38 -1.99 2.26 0.540
H 4.27 -4.23 0.23 0.658
H 2.43 -5.94 3.86 0.545
H 3.34 -4.73 4.77 0.460
H 3.93 -7.41 4.95 0.389
H 5.17 -6.16 5.15 0.340
H 4.47 -7.17 2.52 0.381
H 5.65 -7.92 3.41 0.315
H 6.38 -6.23 1.74 0.421
H 6.98 -5.96 3.39 0.365
H 5.62 -3.99 2.02 0.490
H 5.52 -4.13 3.77 0.308
N -1.67 1.16 2.02 -0.317
C -2.57 2.28 2.29 0.589
C -3.56 2.21 3.26 -0.461
C -4.39 3.30 3.46 -0.779
C -4.23 4.44 2.69 -0.922
C -3.23 4.53 1.71 0.533
C -3.03 5.68 0.88 -0.801
C -1.98 5.67 -0.04 -0.875
C -1.18 4.58 -0.17 -0.509
N -1.36 3.42 0.57 0.518
C -2.39 3.42 1.52 0.015
H -2.19 0.29 2.01 0.356
H -0.98 1.07 2.76 0.212
H -3.67 1.31 3.85 0.486
H -5.16 3.26 4.22 0.405
H -4.88 5.30 2.84 0.430
H -3.68 6.54 0.99 0.456
H -1.79 6.54 -0.66 0.447
H -0.34 4.58 -0.86 0.633
Te 1.87 2.75 1.90 -0.327
C -1.08 0.34 -5.57 -1.774
C -2.44 0.09 -4.90 3.155
C -3.49 -0.12 -6.02 -1.907
C -2.31 -1.20 -4.08 -1.703
Si -2.99 1.56 -3.84 -1.640
Br -2.11 1.02 -1.64 0.519
C -4.82 1.56 -3.32 2.433
C -5.69 2.03 -4.50 -1.599
C -5.26 0.13 -2.91 -1.907
C -5.13 2.47 -2.11 -1.819
C -2.28 3.23 -4.33 2.789
C -2.90 4.38 -3.53 -1.913
C -0.76 3.28 -4.12 -1.672
C -2.59 3.46 -5.83 -1.646
H -0.84 -0.54 -6.18 0.577
H -0.28 0.47 -4.84 0.174
H -1.08 1.21 -6.24 0.288
H -3.13 -0.93 -6.67 0.532
H -3.62 0.78 -6.64 0.351
H -4.46 -0.41 -5.63 0.363
H -2.07 -2.02 -4.77 0.558
H -3.23 -1.47 -3.55 0.244
H -1.50 -1.13 -3.35 0.253
H -5.58 1.41 -5.39 0.285
H -5.47 3.07 -4.78 0.308
H -6.75 2.00 -4.20 0.506
H -5.20 -0.58 -3.74 0.344
H -6.30 0.17 -2.58 0.607
H -4.66 -0.26 -2.08 0.230
H -5.07 3.53 -2.36 0.304
H -4.47 2.29 -1.26 0.246
H -6.16 2.27 -1.79 0.577
H -2.84 4.23 -2.45 0.139
H -3.95 4.55 -3.80 0.332
H -2.35 5.30 -3.78 0.645
H -0.50 3.19 -3.07 -0.099
H -0.39 4.25 -4.48 0.574
H -0.22 2.49 -4.66 0.410
H -3.67 3.42 -6.05 0.311
H -2.10 2.74 -6.48 0.287
H -2.24 4.46 -6.11 0.531
O 3.73 1.77 9.45 -0.463
C 3.58 0.61 8.76 0.622
O 3.80 -0.43 9.31 -0.548
C 3.12 0.71 7.34 0.632
C 3.32 1.83 6.54 -1.018
C 2.86 1.86 5.23 -0.583
C 2.17 0.77 4.71 1.065
S 1.52 0.66 3.07 0.148
C 1.99 -0.37 5.51 -0.818
C 2.46 -0.39 6.80 -0.878
H 3.44 2.52 8.91 0.304
H 3.87 2.69 6.91 0.314
H 3.04 2.73 4.61 0.200
H 1.47 -1.23 5.10 0.411
H 2.32 -1.26 7.43 0.428
```

Kohn-Sham gap (spin up / spin down)   2.69 / 2.69 eV
Charge   +1
Highest occupied orbital energy (spin up / spin down)   -5.9051 / -5.9037 eV

=====

Energy relative to the best compared isomer or geometry (same formula, charge and spin) / kJ/mol: 364.3 136.2 562.0 486.2 206.3 358.3
Maximum force / hartree/bohr: 0.0983 0.0746 0.1101 0.0104 0.0216 0.0672
Energy / eV: -16063.27840 -13871.81159 -10773.92272 -9404.79289 -29363.48914 -164302.41374